Entry 1:
A molecular structure, C43H26N11OS2W in a non-equilibrium geometry, computed with the ωB97M-V functional and the def2-TZVPD basis.

Last column: Mulliken charge in e.
Atoms and positions in Å:
W -1.55 0.76 -0.34  2.422
C 1.11 -4.07 -3.06  -0.599
C 1.93 -3.92 -1.93  -0.967
C 1.73 -2.86 -1.01  -0.210
C 0.70 -1.96 -1.24  1.134
C 0.05 -0.68 -0.59  0.543
N -1.09 -0.74 -0.98  1.443
C -0.97 -1.02 -2.33  0.044
N -0.86 -0.08 -3.25  -0.489
C 0.30 0.66 -2.98  0.894
C 1.54 0.40 -3.58  -0.121
C 1.80 -0.04 -4.88  -0.364
C 3.09 -0.55 -5.13  -0.630
C 4.05 -0.64 -4.11  -0.496
C 3.80 -0.24 -2.79  -0.461
C 2.54 0.31 -2.55  -0.007
C 1.89 0.57 -1.33  -0.715
N 2.26 -0.34 0.13  -0.281
C 1.26 -0.87 1.23  0.693
N -0.52 -0.79 1.46  -0.321
C -0.45 -0.63 2.77  0.764
N -0.91 0.52 3.41  -0.740
C -0.58 1.55 2.68  0.139
N -0.75 1.53 1.36  0.157
C 0.36 1.58 0.82  0.244
N 0.48 0.55 0.09  -1.293
C 1.27 2.35 1.66  -0.186
C 2.58 2.76 1.57  -0.029
C 3.19 3.25 2.74  -0.953
C 2.50 3.27 3.98  -0.475
C 1.20 2.80 4.07  -1.196
C 0.61 2.37 2.90  0.231
C 0.71 -1.25 3.42  -0.763
C 0.91 -1.54 4.76  -0.881
C 2.16 -2.03 5.14  -0.684
C 3.20 -2.19 4.20  -0.821
C 3.00 -1.86 2.86  -0.298
C 1.74 -1.40 2.50  0.024
N 0.49 1.34 -1.84  -0.223
C -0.11 -2.18 -2.36  -0.234
C 0.08 -3.17 -3.30  -0.991
H 1.30 -4.88 -3.76  0.393
H 2.74 -4.63 -1.76  0.410
H 2.39 -2.78 -0.16  0.455
H 1.02 -0.03 -5.63  0.481
H 3.32 -0.91 -6.12  0.350
H 5.02 -1.08 -4.34  0.367
H 4.51 -0.37 -1.99  0.458
H 3.12 2.67 0.63  0.518
H 4.22 3.58 2.71  0.396
H 3.01 3.61 4.87  0.391
H 0.67 2.72 5.01  0.494
H 0.12 -1.36 5.48  0.490
H 2.34 -2.26 6.19  0.388
H 4.17 -2.55 4.53  0.395
H 3.80 -1.92 2.13  0.538
H -0.56 -3.24 -4.17  0.529
S -2.99 0.95 -2.37  -0.659
C -3.92 -0.28 -1.23  0.131
N -3.18 -0.46 -0.03  0.027
C -3.77 -1.28 0.76  -0.216
C -3.23 -1.62 2.00  0.748
C -3.94 -2.52 2.81  -1.024
C -5.16 -3.07 2.36  -0.637
C -5.68 -2.72 1.11  -0.433
C -4.96 -1.82 0.32  -0.154
S -5.45 -1.22 -1.33  -0.290
H -2.29 -1.19 2.34  0.574
H -3.55 -2.80 3.78  0.415
H -5.70 -3.77 2.99  0.370
H -6.61 -3.13 0.76  0.357
O -2.51 1.65 0.80  -0.953
C -2.21 3.18 -3.68  -1.348
C -1.97 3.46 -2.24  0.386
N -1.77 2.58 -1.29  0.026
C -1.59 3.31 -0.14  -0.176
C -1.68 4.65 -0.40  -0.727
N -1.92 4.74 -1.74  -0.039
H -2.21 2.11 -3.86  0.373
H -1.43 3.64 -4.30  0.365
H -3.18 3.59 -3.99  0.337
H -1.41 2.82 0.81  0.513
H -1.59 5.53 0.23  0.457
H -2.03 5.59 -2.28  0.220

HOMO-LUMO gap (spin up / spin down)	5.3 / 5.6	eV
net charge	-1
relative energy (zero: lowest compared OMol25 entry of this formula, charge and spin)	39.5349	eV
spin multiplicity	3
highest occupied orbital energy (spin up / spin down)	-2.9 / -3.5	eV
⟨S²⟩	2.21

Entry 2:
A molecular structure, C43H27BeF15N3PSSb in a non-equilibrium geometry, computed with the ωB97M-V functional and the def2-TZVPD basis.

Last column: Mulliken charge in e.
Atoms and positions in Å:
Be -1.96 -1.61 -0.92  -1.731
N -1.39 -8.23 6.37  -0.475
C -1.40 -7.42 5.54  -0.213
C -1.49 -6.41 4.44  0.603
C -2.44 -5.41 4.49  -0.707
C -2.62 -4.54 3.45  -0.248
C -1.81 -4.65 2.33  -0.153
C -0.82 -5.63 2.26  -0.703
C -0.68 -6.56 3.32  -0.858
C -1.87 -3.64 1.25  1.642
C -0.72 -2.96 0.89  -0.367
C 0.55 -3.06 1.46  -0.372
C 1.39 -2.28 0.71  -1.858
C 0.61 -1.65 -0.26  -0.477
N -0.66 -2.03 -0.16  0.663
C -3.04 -3.53 0.56  -0.008
C -4.17 -4.36 0.60  -0.490
C -5.04 -3.85 -0.34  -1.349
C -4.43 -2.71 -0.96  -0.001
N -3.20 -2.55 -0.47  0.586
H -3.05 -5.35 5.38  0.425
H -3.31 -3.73 3.56  0.566
H -0.16 -5.61 1.43  0.770
H 0.05 -7.36 3.29  0.427
H 0.88 -3.62 2.28  0.823
H 2.43 -2.13 0.92  0.538
H 0.99 -0.97 -1.01  0.972
H -4.33 -5.16 1.27  0.621
H -6.01 -4.11 -0.71  0.420
H -4.73 -2.07 -1.78  0.518
F -2.01 -0.44 -1.88  1.130
Sb -3.07 0.32 -3.45  2.242
F -2.73 1.93 -2.58  -0.474
F -4.60 0.10 -2.36  -0.551
F -4.11 0.96 -4.87  -0.509
F -3.05 -1.53 -3.95  -0.585
F -1.38 0.55 -4.25  -0.530
F -4.82 5.77 3.36  -0.251
C -3.65 6.36 3.13  0.733
F -3.90 7.47 2.36  -0.265
F -3.15 6.79 4.29  -0.280
C -2.77 5.38 2.41  0.301
C -1.48 5.11 2.87  -0.800
C -0.71 4.15 2.28  -0.052
C -1.26 3.40 1.22  0.079
C -2.54 3.66 0.76  -0.518
C -3.30 4.65 1.36  -0.951
P -0.31 1.99 0.42  0.835
C 1.15 1.75 1.48  0.065
C 2.45 1.98 1.06  -0.056
C 3.53 1.60 1.88  -1.063
C 3.35 1.17 3.19  0.218
C 2.02 1.04 3.66  -0.604
C 1.02 1.22 2.79  -0.924
C 4.50 0.79 4.05  0.753
F 4.15 0.11 5.15  -0.287
F 5.16 1.87 4.46  -0.249
F 5.48 0.03 3.49  -0.276
C 0.46 2.83 -1.03  -0.302
C 0.65 2.13 -2.19  0.112
C 1.23 2.75 -3.29  -0.726
C 1.61 4.09 -3.21  0.324
C 1.45 4.82 -2.06  -1.209
C 0.84 4.18 -0.96  0.092
C 2.15 4.79 -4.45  0.732
F 2.45 4.00 -5.44  -0.268
F 3.34 5.44 -4.18  -0.288
F 1.30 5.73 -4.89  -0.257
H -1.08 5.78 3.68  0.380
H 0.25 3.84 2.63  0.434
H -2.92 3.01 -0.05  0.297
H -4.29 4.88 1.00  0.429
H 2.64 2.37 0.08  0.442
H 4.54 1.66 1.57  0.490
H 1.85 0.64 4.67  0.420
H 0.04 1.00 3.17  0.526
H 0.27 1.10 -2.27  0.167
H 1.33 2.27 -4.24  0.656
H 1.74 5.85 -2.04  0.481
H 0.69 4.75 -0.04  0.401
S 1.11 -1.96 -3.93  -0.132
C 2.76 -1.93 -4.34  0.475
C 3.63 -0.90 -3.98  -0.323
C 4.92 -0.90 -4.45  -0.541
C 5.32 -1.87 -5.36  -0.422
C 4.50 -2.94 -5.64  -0.469
C 3.23 -2.97 -5.17  -0.481
H 3.25 -0.07 -3.40  0.352
H 5.55 -0.04 -4.18  0.354
H 6.33 -1.81 -5.76  0.369
H 4.79 -3.75 -6.27  0.365
H 2.53 -3.72 -5.48  0.423

HOMO-LUMO gap (spin up / spin down)	6.7 / 6.3	eV
spin multiplicity	2
highest occupied orbital energy (spin up / spin down)	-8.6 / -8.6	eV
⟨S²⟩	0.77

Entry 3:
A molecular structure, C43H30F8GeLiNO5SbTe in a non-equilibrium geometry, computed with the ωB97M-V functional and the def2-TZVPD basis.

Last column: Mulliken charge in e.
Atoms and positions in Å:
Li -0.28 0.15 -0.39  0.722
O -3.24 2.49 0.57  -0.720
C -1.98 1.75 0.52  2.630
O -1.82 1.04 -0.59  -0.905
C -1.64 0.96 1.75  -0.823
C -1.90 1.27 3.08  -0.815
C -1.26 0.53 4.06  -0.471
C -0.38 -0.49 3.70  -0.784
C -0.23 -0.75 2.34  0.781
N -0.88 -0.06 1.43  -0.216
C 0.66 -1.81 1.70  -0.410
O 1.04 -2.79 2.31  -0.776
O 0.87 -1.55 0.46  -0.132
H -2.58 2.07 3.33  0.535
H -1.43 0.75 5.11  0.417
H 0.17 -1.04 4.43  0.487
C 3.49 6.15 -0.98  -0.621
C 2.34 6.30 -0.23  -0.688
C 1.31 5.37 -0.33  -0.577
C 1.44 4.27 -1.15  0.108
C 2.59 4.14 -1.92  0.161
C 3.60 5.07 -1.85  -0.798
Ge 0.04 2.83 -1.16  1.044
C -1.20 3.12 0.45  -0.011
C -2.59 3.69 0.15  -0.116
C -3.02 4.89 0.93  -1.100
C -2.36 5.24 2.04  -0.614
C -1.16 4.55 2.45  -0.519
C -0.59 3.61 1.68  -0.802
C -0.90 3.01 -2.93  -0.181
C -0.35 3.82 -3.91  -0.072
C -0.88 3.85 -5.20  -0.711
C -1.97 3.06 -5.52  -0.620
C -2.54 2.26 -4.54  -0.775
C -2.01 2.24 -3.26  -0.280
H 4.30 6.86 -0.88  0.337
H 2.24 7.14 0.45  0.391
H 0.41 5.49 0.26  0.175
H 2.71 3.27 -2.55  0.227
H 4.50 4.95 -2.44  0.394
H -2.76 3.85 -0.93  0.064
H -3.88 5.43 0.58  0.407
H -2.68 6.09 2.64  0.381
H -0.69 4.87 3.38  0.411
H 0.35 3.18 1.97  0.336
H 0.50 4.45 -3.67  0.311
H -0.42 4.48 -5.95  0.404
H -2.37 3.08 -6.52  0.352
H -3.40 1.65 -4.77  0.492
H -2.44 1.62 -2.49  0.350
F 2.72 -0.11 -8.22  -0.377
C 2.47 -0.38 -6.91  0.236
C 2.64 -1.67 -6.45  -0.721
C 2.37 -1.94 -5.13  -0.468
C 1.91 -0.95 -4.28  0.234
C 1.76 0.35 -4.76  -0.120
C 2.05 0.65 -6.08  -0.723
Sb 1.22 -1.38 -2.25  2.084
C -0.55 -2.22 -3.28  0.154
C -1.09 -3.48 -3.13  -0.489
C -2.19 -3.89 -3.89  -0.760
C -2.73 -2.99 -4.79  0.349
F -3.78 -3.39 -5.57  -0.369
C -2.24 -1.70 -4.93  -0.764
C -1.17 -1.32 -4.15  -0.318
C 2.42 -3.15 -1.88  0.610
C 3.35 -3.02 -0.86  -0.264
C 4.25 -4.04 -0.60  -1.049
C 4.17 -5.20 -1.35  0.297
F 5.05 -6.21 -1.11  -0.372
C 3.21 -5.37 -2.33  -0.809
C 2.34 -4.33 -2.59  -0.405
H 2.99 -2.43 -7.13  0.467
H 2.51 -2.94 -4.75  0.233
H 1.43 1.13 -4.09  0.296
H 1.94 1.65 -6.47  0.520
H -0.67 -4.17 -2.41  0.512
H -2.61 -4.87 -3.79  0.422
H -2.70 -1.02 -5.63  0.530
H -0.80 -0.31 -4.22  0.276
H 3.37 -2.13 -0.26  0.156
H 5.00 -3.94 0.17  0.502
H 3.16 -6.31 -2.87  0.437
H 1.58 -4.46 -3.35  0.465
F 1.33 1.45 1.15  -0.730
Te 2.45 0.37 -0.21  2.016
F 3.36 2.05 -0.03  -0.300
F 4.46 -0.21 -0.31  -0.543
F 3.20 0.69 -2.18  -0.697
F 3.14 -0.04 1.70  -0.531
O 0.81 1.29 -1.34  0.631

HOMO-LUMO gap (spin up / spin down)	7.3 / 5.2	eV
net charge	-2
relative energy (zero: lowest compared OMol25 entry of this formula, charge and spin)	4.7718	eV
spin multiplicity	2
highest occupied orbital energy (spin up / spin down)	-3.3 / -3.2	eV
⟨S²⟩	0.76

Entry 4:
A molecular structure, C43H32CdNO4P2S2 in a non-equilibrium geometry, computed with the ωB97M-V functional and the def2-TZVPD basis.

Last column: Mulliken charge in e.
Atoms and positions in Å:
Cd 13.76 7.54 12.43  3.693
O 12.54 9.69 12.38  -0.741
S 12.81 10.43 13.67  0.947
C 11.15 11.09 14.16  0.695
C 11.20 12.09 15.16  -0.727
C 10.19 13.06 15.29  -0.690
C 9.06 12.92 14.48  -0.735
C 8.90 11.78 13.69  -0.672
C 9.93 10.79 13.52  0.026
P 9.28 9.35 12.53  -0.246
C 10.31 7.88 12.04  0.597
C 10.68 7.02 13.11  -0.682
C 11.72 6.11 12.95  -0.553
C 12.37 5.97 11.66  -1.425
C 11.62 6.44 10.55  -0.599
C 10.61 7.40 10.73  -0.145
C 9.02 10.14 10.92  0.347
C 10.15 10.67 10.27  0.160
C 9.97 11.31 9.04  -0.770
C 8.69 11.49 8.48  -0.563
C 7.59 10.90 9.12  -0.566
C 7.75 10.22 10.34  -0.449
C 14.19 11.58 13.18  0.692
C 14.32 12.83 13.76  -0.677
C 15.47 13.61 13.58  -0.918
C 16.53 13.10 12.84  -0.784
C 16.40 11.85 12.21  -0.387
C 15.23 11.09 12.33  0.010
P 15.20 9.48 11.39  -0.239
C 14.82 9.93 9.62  0.653
C 14.41 8.88 8.78  -0.478
C 14.11 9.14 7.44  -0.671
C 14.29 10.39 6.87  -0.700
C 14.72 11.42 7.72  -0.583
C 14.98 11.22 9.09  -0.489
C 16.94 8.91 11.36  0.451
C 17.61 8.84 12.61  -0.454
C 18.83 8.18 12.72  -0.727
C 19.43 7.57 11.60  -0.681
C 18.79 7.67 10.37  -0.591
C 17.55 8.31 10.24  -0.623
H 12.11 12.12 15.78  0.750
H 10.34 13.90 15.97  0.412
H 8.25 13.65 14.53  0.393
H 7.96 11.61 13.20  0.424
H 10.13 7.08 14.04  0.469
H 12.03 5.47 13.78  0.450
H 13.21 5.29 11.52  0.971
H 11.86 6.08 9.55  0.419
H 10.17 7.88 9.86  0.460
H 11.17 10.54 10.67  0.164
H 10.83 11.70 8.48  0.454
H 8.58 12.11 7.59  0.405
H 6.62 10.96 8.67  0.404
H 6.88 9.83 10.84  0.447
H 13.52 13.19 14.38  0.538
H 15.54 14.59 14.05  0.411
H 17.47 13.66 12.72  0.397
H 17.23 11.46 11.62  0.519
H 14.34 7.87 9.16  0.535
H 13.73 8.33 6.82  0.428
H 14.03 10.58 5.84  0.419
H 14.82 12.43 7.30  0.372
H 15.31 12.04 9.72  0.379
H 17.14 9.30 13.47  0.555
H 19.32 8.09 13.70  0.422
H 20.41 7.06 11.71  0.373
H 19.21 7.23 9.46  0.414
H 17.10 8.35 9.26  0.380
O 15.70 5.87 13.33  -0.766
S 15.28 6.05 14.76  0.898
O 14.59 5.01 15.48  -0.672
N 14.50 7.52 14.74  -0.502
C 15.19 8.47 15.44  0.195
O 14.86 9.66 15.54  -0.596
C 16.40 7.84 16.13  -0.058
C 17.39 8.46 16.91  -0.319
C 18.45 7.72 17.40  -0.566
C 18.58 6.35 17.12  -0.423
C 17.63 5.72 16.32  -0.847
C 16.59 6.50 15.88  0.543
H 17.30 9.55 17.06  0.446
H 19.23 8.27 17.98  0.331
H 19.43 5.76 17.51  0.404
H 17.66 4.67 16.05  0.463

HOMO-LUMO gap	7.3	eV
net charge	+1
relative energy (zero: lowest compared OMol25 entry of this formula, charge and spin)	0.0000	eV
highest occupied orbital energy	-10.7	eV

Entry 5:
A molecular structure, C43H33CaN8OSSe in a non-equilibrium geometry, computed with the ωB97M-V functional and the def2-TZVPD basis.

Last column: Mulliken charge in e.
Atoms and positions in Å:
Ca 0.69 0.73 -0.76  2.208
C -2.57 3.72 -5.94  -0.553
C -3.25 4.43 -4.94  -0.567
C -2.94 4.25 -3.61  -0.164
C -1.93 3.35 -3.28  0.339
C -1.35 2.93 -2.00  -0.549
N -0.39 2.04 -2.27  -0.276
C -0.26 1.80 -3.60  -0.533
N 0.52 0.87 -4.16  -0.609
C 1.52 0.24 -3.56  -0.004
C 2.04 -1.07 -3.95  0.533
C 1.66 -1.98 -4.94  -0.413
C 2.29 -3.21 -4.97  -0.539
C 3.26 -3.55 -4.02  -0.542
C 3.62 -2.66 -3.02  -0.409
C 3.01 -1.42 -3.00  0.339
C 3.08 -0.29 -2.07  0.287
N 3.93 -0.23 -1.00  -0.666
C 3.73 0.51 0.06  -0.206
N 2.58 1.13 0.43  -0.096
C 2.65 1.69 1.64  -0.373
N 1.68 2.30 2.31  -0.575
C 0.48 2.60 1.80  -0.295
N 0.07 2.52 0.53  -0.497
C -1.15 3.10 0.35  -0.058
N -1.77 3.32 -0.78  -0.629
C -1.62 3.54 1.69  0.154
C -2.80 4.13 2.12  -0.157
C -2.93 4.40 3.47  -0.593
C -1.91 4.09 4.37  -0.620
C -0.73 3.50 3.94  -0.160
C -0.60 3.23 2.59  0.447
C 4.04 1.49 2.14  0.241
C 4.67 1.88 3.30  -0.105
C 6.01 1.53 3.46  -0.614
C 6.68 0.80 2.48  -0.586
C 6.04 0.40 1.32  -0.056
C 4.71 0.75 1.16  0.199
N 2.23 0.65 -2.47  -0.895
C -1.24 2.64 -4.28  0.239
C -1.56 2.83 -5.62  -0.164
H -2.83 3.88 -6.98  0.383
H -4.03 5.12 -5.23  0.383
H -3.46 4.80 -2.83  0.529
H 0.89 -1.72 -5.66  0.488
H 2.02 -3.94 -5.73  0.399
H 3.72 -4.53 -4.06  0.404
H 4.35 -2.92 -2.26  0.497
H -3.58 4.37 1.41  0.522
H -3.84 4.86 3.84  0.399
H -2.05 4.31 5.42  0.400
H 0.07 3.25 4.63  0.526
H 4.14 2.45 4.05  0.544
H 6.54 1.83 4.35  0.388
H 7.72 0.54 2.64  0.384
H 6.55 -0.18 0.55  0.520
H -1.03 2.28 -6.39  0.503
C -4.20 -4.69 3.42  -1.574
C -3.01 -3.85 3.04  0.694
C -1.77 -4.42 2.77  -0.950
C -0.67 -3.65 2.42  0.659
C 0.65 -4.34 2.18  -1.582
C -0.78 -2.25 2.31  0.991
Se 0.72 -1.22 1.72  -0.066
C -2.02 -1.66 2.63  0.451
C -2.24 -0.17 2.60  -0.877
C -3.10 -2.47 2.97  -1.222
H -3.97 -5.76 3.31  0.347
H -5.07 -4.47 2.79  0.328
H -4.50 -4.52 4.45  0.323
H -1.66 -5.50 2.83  0.236
H 0.58 -5.40 2.45  0.409
H 1.44 -3.87 2.76  0.322
H 0.97 -4.26 1.14  0.216
H -1.39 0.34 2.16  -0.643
H -2.36 0.21 3.62  0.621
H -3.14 0.09 2.05  0.416
H -4.05 -1.99 3.20  0.339
C -1.11 -3.53 -1.15  -0.603
S -1.59 -1.97 -1.88  0.234
C -2.75 -1.45 -0.61  -0.426
O -0.41 -1.09 -1.70  -0.510
H -1.97 -4.21 -1.13  0.455
H -0.75 -3.33 -0.14  -0.238
H -0.32 -3.93 -1.77  0.403
H -3.53 -2.19 -0.48  0.508
H -3.17 -0.50 -0.94  0.394
H -2.18 -1.33 0.31  -0.405

HOMO-LUMO gap (spin up / spin down)	5.0 / 4.9	eV
net charge	-1
relative energy (zero: lowest compared OMol25 entry of this formula, charge and spin)	1.3265	eV
highest occupied orbital energy (spin up / spin down)	-3.6 / -3.7	eV

Which formula does entry 5 have? C43H33CaN8OSSe